[1]
Here is 10 unconnected molecules or ions with the total composition C5H30NO9S in a non-equilibrium geometry from OMol25. Energies are from ωB97M-V/def2-TZVPD.

```
! RIJCOSX wB97M-V def2-TZVPD def2/J DEFGRID3
* xyz -1 1
C 0.33 1.29 -2.77
C -0.69 0.11 -2.83
S -2.46 0.50 -2.28
C 1.54 0.97 -1.92
N 1.77 1.80 -0.73
C 1.10 1.21 0.43
C 0.89 2.20 1.58
H -0.25 2.12 -2.36
H 0.62 1.83 -3.66
H -0.26 -0.75 -2.23
H -0.96 -0.31 -3.81
H 2.49 1.04 -2.52
H 1.49 -0.06 -1.58
H 1.41 2.76 -0.85
H 0.06 0.70 0.15
H 1.75 0.36 0.92
H 0.18 2.95 1.24
H 0.46 1.63 2.37
H 1.72 2.85 1.79
H 3.51 -1.03 1.81
H 2.45 -1.49 2.72
O 3.20 -1.87 2.22
H -3.21 -1.36 -1.12
H -3.04 -2.84 -0.63
O -3.60 -2.08 -0.56
H 3.58 -2.85 0.27
H 2.75 -2.35 -0.94
O 3.66 -2.45 -0.60
H -1.08 -0.51 2.11
H -1.39 -1.99 2.17
O -0.72 -1.37 2.50
H 3.52 1.00 0.62
H 4.02 -0.43 -0.16
O 4.06 0.18 0.56
H -3.02 -0.55 1.88
H -3.42 -1.83 1.19
O -3.16 -1.51 2.06
H -2.80 1.40 2.56
H -2.10 1.69 1.13
O -2.27 1.05 1.88
H -2.24 2.33 -0.83
H -2.86 3.31 -0.07
O -1.98 2.89 -0.08
H 0.15 -2.28 1.38
H 1.82 -2.29 1.07
O 0.92 -2.37 0.74
*
```

Its gap between HOMO and LUMO is 0.2474 Eh. For the total energy, the calculation gives -1338.63251 Eh. For the HOMO energy, the calculation gives -3.99 eV. The value obtained for the largest force on an atom is 0.051 hartree/bohr.

Mulliken atomic charge list, values in e, 5 entries: -0.416, -0.565, -0.674, -0.528, -0.364

=====

[2]
Here is a molecular structure, C43H33BrN7O5S5Ti in a non-equilibrium geometry from OMol25. Energies are from ωB97M-V/def2-TZVPD.

```
! RIJCOSX wB97M-V def2-TZVPD def2/J DEFGRID3
* xyz -1 1
Ti 0.95 0.36 -0.90
C 3.86 3.45 -2.09
C 3.03 2.65 -1.29
N 2.45 1.56 -1.76
C 2.66 1.19 -3.03
C 3.41 1.99 -3.94
C 4.03 3.14 -3.41
C 3.46 1.59 -5.29
C 2.75 0.48 -5.70
C 2.08 -0.34 -4.81
C 2.08 -0.06 -3.44
N 1.59 -0.78 -2.40
C 1.35 -2.11 -2.34
C 1.62 -3.09 -3.30
C 1.37 -4.44 -3.05
C 0.93 -4.88 -1.83
C 0.69 -3.95 -0.80
C 0.34 -4.33 0.51
C 0.11 -3.36 1.45
C 0.21 -2.02 1.08
N 0.58 -1.63 -0.12
C 0.85 -2.56 -1.06
H 4.35 4.32 -1.65
H 2.83 2.92 -0.26
H 4.62 3.77 -4.06
H 4.03 2.18 -5.99
H 2.73 0.24 -6.76
H 1.51 -1.18 -5.19
H 2.07 -2.82 -4.24
H 1.55 -5.15 -3.84
H 0.76 -5.93 -1.64
H 0.24 -5.37 0.75
H -0.19 -3.62 2.45
H -0.06 -1.23 1.78
S 0.06 2.77 -1.54
S -1.86 3.22 -1.04
S -3.13 1.56 -0.78
S -2.76 0.55 0.90
Br 2.63 8.21 2.46
C 2.92 6.53 3.33
C 2.49 6.36 4.64
C 2.72 5.16 5.26
C 3.35 4.10 4.59
C 3.77 4.31 3.27
C 3.57 5.52 2.65
N 3.68 2.99 5.33
N 3.81 1.81 4.92
C 3.34 1.28 3.77
C 4.10 0.21 3.26
C 3.87 -0.33 2.01
C 2.82 0.13 1.21
O 2.60 -0.24 -0.01
C 1.90 1.06 1.80
N 0.79 1.31 1.07
C -0.11 2.12 1.59
C 0.01 2.70 2.85
C 1.12 2.44 3.61
C 2.14 1.64 3.08
H 1.98 7.16 5.16
H 2.39 5.00 6.28
H 4.28 3.51 2.74
H 3.89 5.67 1.63
H 4.93 -0.12 3.85
H 4.52 -1.11 1.63
H -0.99 2.35 1.00
H -0.79 3.33 3.21
H 1.21 2.83 4.61
C -8.89 -2.53 1.40
C -7.46 -2.77 1.00
C -6.50 -1.78 1.15
C -5.18 -2.02 0.78
C -4.83 -3.25 0.26
C -5.77 -4.24 0.11
C -7.08 -4.01 0.49
S -3.12 -3.63 -0.17
O -3.13 -4.59 -1.24
O -2.47 -4.02 1.05
N -2.39 -2.26 -0.74
C -3.05 -1.67 -1.89
C -2.06 -1.25 -2.97
C -1.06 -0.15 -2.59
O -0.52 0.49 -3.49
O -0.78 -0.01 -1.35
H -9.05 -1.48 1.67
H -9.17 -3.15 2.25
H -9.55 -2.78 0.57
H -6.77 -0.82 1.55
H -4.44 -1.25 0.92
H -5.47 -5.19 -0.29
H -7.82 -4.79 0.38
H -2.16 -1.58 -0.01
H -3.64 -0.79 -1.59
H -3.71 -2.43 -2.29
H -2.61 -0.92 -3.86
H -1.45 -2.11 -3.26
*
```

Its gap between HOMO and LUMO is 0.1828 Eh. For the total energy, the calculation gives -7832.55530 Eh. For the HOMO energy, the calculation gives -3.85 eV. The value obtained for the largest force on an atom is 0.055 hartree/bohr.

Mulliken atomic charge list, values in e, 5 entries: -1.409, -0.997, -0.451, 0.632, -0.477

=====

[3]
Here is C5H7NO in the gas phase in a non-equilibrium geometry from OMol25. Energies are from ωB97M-V/def2-TZVPD.

```
! RIJCOSX wB97M-V def2-TZVPD def2/J DEFGRID3
* xyz 0 1
C -1.81 0.20 0.07
C -0.60 -0.72 0.23
C 0.71 -0.11 -0.25
C 1.89 0.01 0.64
O 1.81 -1.00 -0.35
C 0.62 0.86 -1.34
N 0.54 1.66 -2.18
H -1.56 1.24 0.32
H -2.62 -0.11 0.74
H -2.19 0.19 -0.95
H -0.46 -1.00 1.28
H -0.75 -1.65 -0.32
H 2.63 0.78 0.46
H 1.79 -0.34 1.66
*
```

Its gap between HOMO and LUMO is 0.4390 Eh. For the total energy, the calculation gives -324.65882 Eh. For the HOMO energy, the calculation gives -11.12 eV. The value obtained for the largest force on an atom is 0.021 hartree/bohr. The SMILES is CC[C@@]1(C#N)CO1.

Mulliken atomic charge list, values in e, 5 entries: -1.278, -0.325, 1.080, -0.719, -0.457

=====

[4]
Here is C5H8FNO2 in the gas phase in a non-equilibrium geometry from OMol25. Energies are from ωB97M-V/def2-TZVPD.

```
! RIJCOSX wB97M-V def2-TZVPD def2/J DEFGRID3
* xyz 0 1
C 1.20 0.87 -2.03
C -0.45 0.01 0.92
C 0.26 1.27 0.37
C -0.88 -0.90 -0.21
C 1.33 0.79 -0.59
N 0.15 -1.53 -0.83
O 2.23 0.66 -2.86
O 0.15 1.36 -2.40
F 2.40 0.18 -0.01
H -0.03 -0.42 1.75
H -1.53 0.23 1.25
H -0.33 1.95 -0.31
H 0.68 1.84 1.18
H -1.58 -1.58 0.17
H -1.35 -0.27 -0.98
H 0.70 -1.91 -0.15
H 3.05 0.24 -2.72
*
```

Its gap between HOMO and LUMO (spin up / spin down) is 0.3368 / 0.3047 Eh. For the total energy, the calculation gives -500.28102 Eh. For the HOMO energy (spin up / spin down), the calculation gives -9.74 / -8.66 eV. The value obtained for the largest force on an atom is 0.099 hartree/bohr.

Mulliken atomic charge list, values in e, 5 entries: 0.708, -0.644, -0.495, -0.616, 0.212

=====

So what do the calculations give for energy above the lowest of the compared OMol25 structures with the same formula, charge and spin? Going down the list: 4.5, 11.4, 41.2, 80.7 kcal/mol.